No. 1
Formula: C26H50BrN6O8S
Source: the Open Molecules 2025 dataset
Level of theory: ωB97M-V/def2-TZVPD

The total energy comes out at -133966.3367 eV. The gap between HOMO and LUMO is 0.308 hartree. As for the net charge: +1. The calculation puts the relative energy (zero: lowest compared OMol25 entry of this formula, charge and spin) at 0.502 eV. The molar mass is 686.69 g mol⁻¹.

Element x y z (Å)
C 3.9440 1.9238 -2.9178
C 3.1433 1.2363 -4.0007
N 2.5988 1.8500 -4.9775
C 2.9545 -0.2614 -3.9332
C 2.2044 -0.7365 -2.6862
N 1.5959 -2.0963 -2.8916
C 1.1959 -2.6157 -1.6883
N 1.5840 -3.8587 -1.3566
N 0.4039 -1.8812 -0.8936
C -0.2002 -2.4698 0.3134
C -1.6712 -2.8329 0.0210
C -2.6874 -2.4319 1.0974
C -3.5819 -1.2908 0.6148
O -4.9294 -1.6296 0.9193
C -5.9373 -0.8364 0.4609
C -5.5979 0.4980 -0.1332
O -7.0811 -1.2504 0.5453
C 0.6713 -0.3967 -0.7824
C -0.5983 0.2928 -0.2451
C -0.5026 1.8239 -0.1090
C -0.5219 2.3097 1.3322
O -1.6231 1.7549 2.0557
C -1.6919 2.2192 3.3321
C -2.8909 1.7788 4.1017
O -0.8249 2.9422 3.8034
C 1.8120 -0.0384 0.2178
C 2.7942 -1.1357 0.6661
C 2.4642 -1.7371 2.0429
Br 4.5682 -0.3037 0.8116
C 1.0439 0.1243 -2.1982
S -0.3472 0.2182 -3.3871
C -1.4315 -1.1863 -3.2823
O -1.1368 1.3694 -3.0292
O 0.1971 0.1946 -4.7141
H 4.6900 1.2544 -2.5035
H 4.4176 2.7982 -3.3453
H 3.2714 2.2296 -2.1182
H 2.8016 2.8481 -4.9379
H 2.4629 -0.5993 -4.8359
H 3.9451 -0.7131 -3.8809
H 2.9469 -0.8471 -1.8971
H 2.3077 -2.7098 -3.2696
H 1.7051 -4.0856 -0.3890
H 1.7732 -4.5574 -2.0512
H -0.1632 -1.7557 1.1212
H 0.2801 -3.3669 0.6736
H -1.9579 -2.3090 -0.8828
H -1.7304 -3.8900 -0.2169
H -2.2019 -2.1924 2.0397
H -3.3552 -3.2654 1.2905
H -3.2987 -0.3439 1.0681
H -3.4755 -1.1683 -0.4622
H -5.2215 0.3978 -1.1476
H -6.4959 1.0979 -0.1505
H -4.8347 1.0093 0.4381
H -1.4802 0.0209 -0.8084
H -0.7663 -0.0745 0.7643
H -1.3261 2.2658 -0.6549
H 0.4167 2.2271 -0.5233
H 0.4176 2.0819 1.8281
H -0.6228 3.3905 1.3240
H -3.3217 2.6893 4.4927
H -2.5195 1.2178 4.9533
H -3.6027 1.2158 3.5235
H 2.3669 0.7819 -0.2223
H 1.3872 0.3589 1.1307
H 2.9798 -1.9190 -0.0560
H 1.6555 -1.1825 2.5078
H 3.3167 -1.7198 2.7045
H 2.1131 -2.7609 1.9555
H 1.4113 1.1372 -2.0945
H -2.2032 -1.0394 -2.5400
H -1.8948 -1.1578 -4.2639
H -0.9178 -2.1287 -3.1808
O -4.8249 4.6141 4.8401
C -5.3552 4.6560 5.9357
N -6.5015 3.9780 6.1997
C -4.7825 5.4623 7.0765
H -6.9551 4.0020 7.0924
H -6.9116 3.4374 5.4583
H -4.7259 6.5055 6.7734
H -3.7765 5.1058 7.2880
H -5.3806 5.3903 7.9834
O 5.4945 -1.4176 -2.4860
C 6.5411 -2.0311 -2.6434
N 6.6824 -2.9698 -3.6082
C 7.7475 -1.7785 -1.7763
H 7.5364 -3.4744 -3.7529
H 5.9030 -3.1527 -4.2154
H 7.4810 -1.9732 -0.7391
H 8.0349 -0.7334 -1.8716
H 8.5965 -2.4033 -2.0465

Atomic partial charges in e from the Mulliken method, atoms 1 to 5: number 1, C, carries -1.234; number 2, C, carries 0.337; number 3, N, carries -0.601; number 4, C, carries -1.336; number 5, C, carries -0.144

***

No. 2
Formula: C56H45N8O4SSr
Source: the Open Molecules 2025 dataset
Level of theory: ωB97M-V/def2-TZVPD

The total energy comes out at -90584.4612 eV. The gap between HOMO and LUMO (spin up / spin down) is 0.206 / 0.206 hartree. As for the net charge: -1. The calculation puts the relative energy (zero: lowest compared OMol25 entry of this formula, charge and spin) at 0.000 eV. The molar mass is 1013.71 g mol⁻¹.

Element x y z (Å)
Sr 0.1934 -0.7617 -0.2580
C -9.1974 -2.8639 -0.9867
O -8.6842 -2.1311 -2.0535
C -7.3037 -1.9896 -2.1314
C -6.8053 -0.9607 -3.0334
C -5.4042 -0.6787 -3.1106
C -4.5582 -1.3534 -2.2513
C -5.0613 -2.3846 -1.4226
C -6.3964 -2.7762 -1.3752
C -3.1593 -0.8069 -1.9197
C -2.0906 -0.9790 -2.7513
C -2.1049 -1.6826 -4.0350
C -0.8895 -1.6382 -4.5621
C -0.0149 -0.9294 -3.6245
N -0.8262 -0.5527 -2.5628
C 1.3546 -0.6861 -3.7990
C 2.0978 0.1291 -2.9308
C 3.5516 0.5085 -3.1834
C 3.9363 1.2639 -2.1324
C 2.8018 1.3407 -1.2313
C 2.8132 2.0610 -0.0136
C 4.0890 2.8363 0.2781
C 4.5636 3.8577 -0.5154
C 5.7415 4.5241 -0.2221
C 6.4425 4.1619 0.9212
O 7.6552 4.7366 1.2359
C 8.2552 5.6081 0.3446
C 5.8915 3.2330 1.8485
C 4.7225 2.5584 1.4657
C 1.7334 2.1998 0.9259
N 0.6477 1.4960 0.9539
C -0.1630 1.9511 1.9710
C -1.4985 1.5286 2.1618
C -2.1113 1.9808 3.4529
C -2.8791 3.1130 3.5526
C -3.4546 3.4929 4.7876
C -3.1577 2.7606 5.9418
O -3.6832 3.1128 7.1534
C -5.0544 3.5515 7.0320
C -2.1834 1.7637 5.8698
C -1.6291 1.3941 4.6693
C -2.3714 0.8868 1.2101
C -3.8279 0.8193 1.3596
C -4.2231 0.1911 0.1985
C -3.1056 -0.0330 -0.6192
N -2.0108 0.3857 0.0344
C 0.4808 3.0397 2.6599
C 1.6449 3.1617 2.0837
N 1.7172 0.6482 -1.7422
C 1.9846 -1.5272 -4.8436
C 2.6659 -1.0663 -6.0065
C 3.3257 -1.9365 -6.8736
C 3.2173 -3.3050 -6.6833
O 3.9362 -4.1948 -7.5363
C 4.3983 -5.4147 -6.9307
C 2.6002 -3.7583 -5.5536
C 2.0254 -2.9025 -4.6291
H -10.2825 -2.9291 -1.1661
H -9.0092 -2.3007 -0.1158
H -8.8087 -3.8712 -0.9529
H -7.5382 -0.4025 -3.5533
H -4.9381 0.1416 -3.7852
H -4.3012 -2.8688 -0.6844
H -6.8487 -3.5544 -0.8097
H -2.9760 -1.9092 -4.6139
H -0.5592 -2.0049 -5.5571
H 4.0321 0.1258 -4.0170
H 4.8924 1.7853 -1.9134
H 3.9674 4.1629 -1.3976
H 6.1318 5.2550 -0.8908
H 9.1459 5.9700 0.8388
H 7.6703 6.5219 0.1073
H 8.5264 4.9779 -0.5358
H 6.4490 3.0088 2.7495
H 4.3434 1.9086 2.2429
H -3.0578 3.6708 2.6253
H -4.1756 4.3204 4.8170
H -5.4762 3.3647 8.0189
H -5.6278 2.9747 6.2635
H -5.1164 4.7065 6.8433
H -1.8827 1.3023 6.8206
H -0.8876 0.5953 4.6434
H -4.4394 1.0446 2.1974
H -5.3167 0.0008 0.0320
H 0.1083 3.6075 3.4925
H 2.4133 3.8362 2.3239
H 2.5675 0.0406 -6.1870
H 3.9378 -1.6753 -7.7194
H 5.3141 -5.8484 -7.4889
H 3.5304 -6.1325 -6.8589
H 4.6952 -5.1684 -5.9573
H 2.5746 -4.7712 -5.2364
H 1.6239 -3.3318 -3.6427
C 2.3269 -2.4325 4.1448
C 1.4126 -2.0568 3.0314
N 1.7656 -1.5684 1.8791
N 3.1092 -1.3902 1.6532
C 3.4611 -1.7864 0.4151
N 4.6129 -1.3078 -0.0844
S 2.5364 -2.8910 -0.4904
C -0.1317 -2.0618 3.1680
C -0.6940 -2.2915 4.4034
C -2.1044 -2.2269 4.4846
C -2.8815 -1.9647 3.3817
C -2.1939 -1.7597 2.2048
N -0.8481 -1.8165 2.0763
H 2.9363 -1.6636 4.6083
H 3.1059 -3.1016 3.7602
H 1.8518 -2.8589 5.0134
H 4.9820 -0.4747 0.2932
H 4.8869 -1.7295 -0.9516
H -0.1937 -2.3982 5.3611
H -2.5965 -2.3489 5.4419
H -3.9618 -1.8664 3.4264
H -2.7016 -1.5414 1.2586

Atomic partial charges in e from the Mulliken method, atoms 1 to 5: number 1, Sr, carries 1.728; number 2, C, carries -0.855; number 3, O, carries -0.437; number 4, C, carries 0.902; number 5, C, carries -0.916

***

No. 3
Formula: CCl4OS
Source: the Open Molecules 2025 dataset
Level of theory: ωB97M-V/def2-TZVPD

The total energy comes out at -64005.3577 eV. The gap between HOMO and LUMO (spin up / spin down) is 0.276 / 0.276 hartree. As for the net charge: 0. The calculation puts the relative energy (zero: lowest compared OMol25 entry of this formula, charge and spin) at 3.643 eV. As for the structure (SMILES): O=S(Cl)(Cl)=C(Cl)Cl. The molar mass is 201.89 g mol⁻¹.

Element x y z (Å)
C -1.0054 0.7631 0.3766
O 0.4520 -1.2912 1.1577
S 0.5504 -0.3094 0.0918
Cl -1.0813 1.7332 -0.9321
Cl -2.3722 -0.6405 0.4565
Cl 1.3153 -1.0887 -1.6448
Cl 2.1412 0.8335 0.4943

Atomic partial charges in e from the natural (NBO) method, atoms 1 to 5: number 1, C, carries -0.343; number 2, O, carries -0.832; number 3, S, carries 1.452; number 4, Cl, carries 0.104; number 5, Cl, carries -0.097